DFT (ωB97M-V with the def2-TZVPD basis set) results for a cluster of 3 separate species, C49H43N6O5S4 in total at a distorted geometry.

The geometry in XYZ format:
```
107
Properties=species:S:1:pos:R:3:lowdin_charge:R:1
C -1.58 -5.47 -0.57 -0.012
C -2.41 -4.97 -1.77 -0.410
O -3.72 -5.51 -1.72 -0.018
C -1.83 -5.41 -3.10 -0.053
N -0.54 -4.72 -3.43 -0.058
C 0.46 -5.41 -3.94 0.033
C 1.63 -4.74 -4.27 0.048
C 1.73 -3.38 -4.05 -0.090
C 2.99 -2.68 -4.45 -0.120
C 4.03 -2.54 -3.30 -0.226
C 4.51 -3.90 -2.78 -0.431
S 4.52 -3.99 -0.95 0.904
C 5.45 -2.58 -0.44 -1.103
S 4.90 -1.68 0.77 0.782
N 6.67 -2.30 -1.09 -0.162
C 6.91 -1.27 -1.98 -0.077
C 8.23 -1.41 -2.29 -0.141
N 8.79 -2.47 -1.65 0.077
C 7.83 -2.99 -0.93 -0.162
C 0.58 -2.75 -3.48 -0.134
C 0.45 -1.28 -3.22 -0.106
C 0.07 -0.95 -1.77 -0.201
C 1.23 -0.80 -0.79 -0.438
S 1.96 0.85 -0.63 0.921
C 2.05 1.56 -2.26 -1.028
S 3.08 1.11 -3.44 0.745
N 1.19 2.63 -2.44 -0.143
C -0.08 2.85 -1.92 -0.096
C -0.45 4.07 -2.39 -0.098
N 0.54 4.62 -3.15 0.092
C 1.51 3.76 -3.18 -0.154
N -0.52 -3.43 -3.19 0.209
H -2.26 -5.86 0.17 0.090
H -1.01 -4.66 -0.14 0.076
H -0.88 -6.24 -0.91 0.078
H -2.54 -3.89 -1.73 0.135
H -3.64 -6.47 -1.73 0.100
H -2.51 -5.17 -3.91 0.148
H -1.65 -6.48 -3.13 0.134
H 0.37 -6.47 -4.13 0.153
H 2.44 -5.29 -4.71 0.135
H 2.78 -1.70 -4.86 0.109
H 3.48 -3.25 -5.23 0.132
H 3.54 -2.00 -2.50 0.070
H 4.84 -1.92 -3.64 0.099
H 5.51 -4.12 -3.13 0.086
H 3.85 -4.71 -3.09 0.046
H 6.18 -0.56 -2.30 0.109
H 8.75 -0.76 -2.97 0.102
H 7.96 -3.86 -0.31 0.132
H -0.40 -0.97 -3.83 0.140
H 1.30 -0.73 -3.60 0.042
H -0.55 -1.77 -1.41 0.103
H -0.55 -0.06 -1.74 0.092
H 1.97 -1.58 -0.97 0.054
H 0.85 -1.00 0.20 0.074
H -0.59 2.14 -1.31 0.030
H -1.39 4.54 -2.15 0.112
H 2.44 3.89 -3.70 0.112
C -0.83 6.11 5.33 -0.048
C 0.07 6.23 6.38 -0.046
C 1.11 5.32 6.53 0.004
C 1.24 4.28 5.63 -0.078
C 0.33 4.14 4.58 -0.079
C -0.70 5.06 4.43 0.005
C 0.43 3.00 3.63 -0.250
O -0.34 2.87 2.70 0.072
C 1.51 2.01 3.84 -0.077
C 1.58 0.91 3.00 -0.024
C 2.59 -0.02 3.14 -0.083
C 3.55 0.15 4.13 -0.049
C 3.49 1.24 4.99 0.010
C 2.46 2.17 4.85 -0.073
C 2.38 3.32 5.79 -0.273
O 3.20 3.47 6.66 0.119
H -1.63 6.82 5.21 0.111
H -0.04 7.04 7.09 0.111
H 1.81 5.42 7.34 0.123
H -1.40 4.96 3.61 0.121
H 0.83 0.79 2.23 0.095
H 2.63 -0.88 2.48 0.065
H 4.35 -0.57 4.24 0.108
H 4.23 1.37 5.76 0.124
C -9.59 1.92 1.70 -0.052
C -9.13 2.06 3.00 -0.051
C -7.77 2.18 3.25 0.000
C -6.86 2.14 2.20 -0.083
C -7.33 1.97 0.89 -0.084
C -8.69 1.87 0.64 0.000
C -6.37 1.88 -0.25 -0.277
O -6.77 1.74 -1.39 0.107
C -4.91 1.96 0.04 -0.081
C -4.01 1.83 -1.00 0.010
C -2.65 1.91 -0.74 -0.080
C -2.19 2.14 0.56 -0.043
C -3.09 2.27 1.60 0.014
C -4.45 2.17 1.35 -0.071
C -5.41 2.28 2.49 -0.275
O -5.01 2.48 3.61 0.112
H -10.65 1.84 1.50 0.110
H -9.83 2.09 3.82 0.110
H -7.41 2.30 4.26 0.122
H -9.04 1.76 -0.37 0.121
H -4.37 1.66 -2.00 0.121
H -1.94 1.81 -1.55 0.054
H -1.13 2.21 0.75 0.080
H -2.74 2.44 2.60 0.109
```

orbital gap	0.2396	hartree
total charge	+1
highest occupied orbital energy	-11.135	eV
spin multiplicity	1
molecular weight	924.2	g/mol

---

DFT (ωB97M-V with the def2-TZVPD basis set) results for the ion C8H18N4OP with charge +1 at a distorted geometry.

The geometry in XYZ format:
```
32
Properties=species:S:1:pos:R:3:lowdin_charge:R:1
C -1.44 -0.13 -0.18 -0.292
C 3.81 -0.52 -1.19 0.133
C 3.03 0.69 -0.93 -0.499
C 3.43 1.66 0.12 -0.063
C -3.75 0.06 0.89 -0.039
C -2.99 1.71 -0.81 -0.083
C 0.56 -2.85 0.77 -0.132
C -2.89 0.24 -0.44 -0.311
N 1.85 0.02 1.99 -0.066
N -0.53 0.64 0.40 0.099
N 0.30 -1.65 0.05 -0.189
N -1.07 -1.39 -0.28 0.103
O 1.70 0.30 -0.71 -0.199
P 1.05 -0.12 0.68 0.656
H 3.30 -1.37 -1.30 0.019
H 4.90 -0.28 -1.33 0.104
H 3.17 1.39 -1.90 0.199
H 4.50 1.93 0.17 0.115
H 3.24 1.26 1.13 0.050
H 2.87 2.52 0.12 0.059
H -4.05 -0.91 1.05 0.036
H -4.65 0.74 0.85 0.107
H -3.17 0.37 1.83 0.117
H -3.91 1.79 -1.46 0.111
H -2.16 1.99 -1.37 0.062
H -3.38 2.39 -0.02 0.104
H 0.91 -3.59 0.04 0.086
H 1.49 -2.75 1.55 0.137
H -0.19 -3.19 1.50 0.086
H -3.42 -0.35 -1.30 0.182
H -0.75 1.55 0.55 0.091
H -1.78 -2.15 -0.46 0.220
```

orbital gap (spin up / spin down)	0.3745 / 0.2086	hartree
total charge	+1
highest occupied orbital energy (spin up / spin down)	-13.276 / -11.349	eV
spin multiplicity	1
energy relative to the best compared isomer or geometry (same formula, charge and spin)	382.4	kJ/mol
molecular weight	217.2	g/mol

---

DFT (ωB97M-V with the def2-TZVPD basis set) results for a structure of composition C15H30AlBrCl2F3N2O13S2V at a distorted geometry.

The geometry in XYZ format:
```
70
Properties=species:S:1:pos:R:3:lowdin_charge:R:1
C 2.28 -2.54 -1.47 -0.078
C 1.42 -1.60 -2.49 -0.186
N 0.00 -2.11 -2.36 -0.088
C -0.26 -3.36 -3.07 0.039
C -1.63 -4.05 -3.02 0.082
C -2.74 -3.34 -2.16 0.037
C -4.16 -4.07 -2.13 -0.330
O -4.21 -5.33 -2.23 0.061
O -5.36 -3.29 -2.02 0.024
C -2.43 -2.02 -1.41 -0.115
O -3.39 -1.37 -0.60 -0.012
C -0.98 -1.43 -1.56 0.112
H 3.15 -1.97 -0.97 0.018
H 2.58 -3.52 -1.97 0.085
H 1.53 -2.82 -0.63 0.062
H 1.74 -1.78 -3.59 0.128
H 1.51 -0.49 -2.22 0.129
H 0.58 -3.87 -3.67 0.149
H -1.88 -5.02 -3.56 0.122
H -5.89 -3.70 -1.28 0.141
H -3.94 -0.75 -1.14 0.076
H -0.67 -0.47 -1.03 0.162
C 4.79 -0.73 1.75 -1.003
Cl 4.22 -2.40 1.77 0.490
Cl 3.99 0.20 0.48 0.534
H 4.57 -0.27 2.71 0.030
H 5.86 -0.72 1.58 0.023
N 8.07 3.50 2.00 -0.290
S 7.10 2.31 1.69 0.491
O 6.06 2.03 2.65 -0.321
O 7.65 1.16 0.99 -0.312
F 6.23 2.97 0.51 -0.211
S 9.04 3.18 3.19 0.495
O 9.72 4.34 3.72 -0.301
O 9.86 1.99 3.10 -0.310
F 8.05 2.82 4.40 -0.202
O -7.87 0.34 -2.87 -0.558
V -6.17 0.06 -3.07 1.158
O -4.46 -0.22 -3.26 -0.602
C -3.34 3.72 0.65 -0.086
C -4.20 4.39 -0.40 -0.266
O -5.48 3.79 -0.55 -0.168
C -6.32 3.78 0.60 -0.272
C -6.64 5.16 1.13 -0.077
H -3.20 2.65 0.41 0.077
H -2.36 4.19 0.71 0.085
H -3.79 3.77 1.65 0.037
H -3.70 4.31 -1.37 0.115
H -4.31 5.46 -0.19 0.116
H -5.88 3.15 1.38 0.108
H -7.25 3.29 0.30 0.117
H -5.74 5.70 1.45 0.046
H -7.32 5.10 1.98 0.082
H -7.12 5.77 0.35 0.083
C 0.04 -5.19 2.18 -0.155
C -0.46 -3.98 1.38 -0.499
O -0.02 -4.12 0.13 -0.266
H 1.14 -5.24 2.20 0.097
H -0.30 -5.12 3.22 0.093
H -0.35 -6.13 1.77 -0.257
H -0.13 -3.09 1.95 0.118
H -1.55 -3.95 1.54 0.101
Al -0.51 -7.70 1.10 1.059
F 0.34 -0.30 -4.19 -0.558
O -3.76 5.48 3.04 -0.065
H -3.47 5.73 3.92 -0.019
Br -0.83 1.41 -4.05 0.642
O 10.71 2.48 0.29 -0.072
H 11.15 2.03 1.03 0.022
H 10.67 1.80 -0.40 0.031
```

orbital gap	0.0400	hartree
total charge	0
highest occupied orbital energy	-8.159	eV
spin multiplicity	1
molecular weight	796.3	g/mol

---

Values for E_tot, Ha, ordered as above
-4190.234664; -950.800854; -7453.121568